(1)
The following is a DFT calculation (the ωB97M-V functional and the def2-TZVPD basis) of a structure of composition C8H9Cl18N at a distorted geometry.

Geometry as XYZ:
```
36
Properties=species:S:1:pos:R:3:mulliken_spin:R:1
C 11.09734 15.48959 -20.94525 0.00
C 10.90686 14.16274 -21.55077 0.00
N 10.74409 13.09317 -22.04045 0.01
H 11.72866 16.07078 -21.61738 0.00
H 11.50451 15.50803 -19.93431 0.00
H 10.10590 15.93350 -20.85527 0.00
C 10.63282 9.92282 -23.84292 0.00
Cl 11.66972 8.58441 -24.32651 0.02
Cl 9.66713 9.36080 -22.47178 0.04
Cl 9.56729 10.43459 -25.12007 0.02
H 11.18610 10.76446 -23.42625 0.00
C 12.81609 11.46706 -19.04934 0.00
Cl 13.63414 10.84151 -20.53485 0.08
Cl 11.22134 10.78514 -18.83706 0.02
Cl 12.77298 13.26927 -19.03141 0.01
H 13.48173 11.11655 -18.26055 0.00
C 9.57943 16.21800 -16.38876 0.00
Cl 9.36080 15.74836 -18.10970 0.00
Cl 9.33242 17.99894 -16.19558 0.00
Cl 11.10712 15.71840 -15.68091 0.00
H 8.85091 15.73596 -15.73685 0.00
C 14.62594 17.54649 -19.66771 0.00
Cl 15.90617 16.23096 -19.57483 0.00
Cl 13.19902 17.11828 -18.62208 0.00
Cl 14.15103 17.89086 -21.32204 0.00
H 15.09496 18.39016 -19.16141 0.00
C 8.60952 18.89736 -21.56483 0.00
Cl 10.27159 18.42166 -21.48757 0.00
Cl 7.61007 17.71018 -22.52452 0.00
Cl 8.50109 20.52085 -22.34818 0.00
H 8.19315 19.00654 -20.56342 0.00
C 13.71630 13.11602 -23.63043 -0.03
Cl 13.41250 14.80673 -23.92041 0.32
Cl 15.19002 13.09964 -22.80817 0.42
Cl 13.68547 12.01990 -25.05258 0.07
H 12.95533 12.75340 -22.93939 0.01
```

Computed properties:
- max |F| (eV/A) = 4.10
- net charge = +1
- E_HOMO (spin up / spin down) (eV) = -13.2 / -13.0
- gap between HOMO and LUMO (spin up / spin down) (eV) = 9.674 / 2.339
- ⟨S²⟩ = 0.75
- multiplicity = 2

---

(2)
The following is a DFT calculation (the ωB97M-V functional and the def2-TZVPD basis) of a structure of composition C36H30N6O7PbS2 at a distorted geometry.

Geometry as XYZ:
```
82
Properties=species:S:1:pos:R:3:mulliken_charge:R:1
Pb 0.00000 0.00000 0.00000 1.90
O -1.26540 -2.10370 -2.30990 -0.63
S -0.04880 -2.72010 -1.77750 1.14
O -0.19900 -4.14080 -1.45380 -0.86
N 0.70850 -1.83820 -0.68520 0.32
C 1.85950 -2.16040 -0.02880 1.01
C 2.61060 -3.33040 -0.27520 -0.85
C 3.78490 -3.61830 0.41690 -0.82
C 4.24280 -2.74100 1.38590 -0.78
C 3.52200 -1.57470 1.66700 0.93
C 3.97570 -0.68820 2.65470 -0.97
C 3.25750 0.46360 2.93730 -0.96
C 2.10490 0.68930 2.21660 0.02
N 1.64190 -0.13840 1.25930 -0.03
C 2.32570 -1.27070 0.96680 -0.52
C 0.98050 -2.74980 -3.27600 0.09
C 1.51600 -1.54980 -3.74810 -0.47
C 2.30460 -1.56010 -4.89840 -0.64
C 2.55020 -2.76210 -5.56760 -0.39
C 2.00790 -3.95780 -5.08930 -0.66
C 1.21930 -3.95520 -3.93890 -0.32
H 2.28000 -4.05580 -1.01580 0.33
H 4.32710 -4.53190 0.19520 0.39
H 5.15630 -2.97560 1.92270 0.31
H 4.88700 -0.89670 3.20690 0.29
H 3.58470 1.16150 3.69690 0.44
H 1.49400 1.56950 2.38850 0.04
H 1.31250 -0.62170 -3.22130 0.35
H 2.72320 -0.63020 -5.27060 0.42
H 3.16180 -2.76640 -6.46480 0.35
H 2.19350 -4.89130 -5.61130 0.37
H 0.78600 -4.87790 -3.56440 0.49
O 1.37450 0.61610 -1.25710 -0.16
N 1.13760 1.42770 -2.15830 -0.97
N -0.14560 1.83670 -2.18280 1.42
O -0.98230 1.28840 -1.20600 -0.46
C -0.65430 2.77420 -3.13690 -0.12
C -2.00120 3.18280 -3.13740 -0.16
C -2.49400 4.10020 -4.07300 -0.74
C -1.64580 4.63510 -5.03760 -0.31
C -0.30810 4.25220 -5.06500 -0.58
C 0.17820 3.33400 -4.12610 -0.26
H -2.67720 2.77390 -2.38990 0.40
H -3.53990 4.38760 -4.03700 0.37
H -2.02590 5.34630 -5.76370 0.36
H 0.36440 4.66160 -5.81200 0.35
H 1.22610 3.05100 -4.16820 0.40
O -3.06540 -5.25360 -0.93580 -0.68
S -3.54350 -4.04370 -0.29090 1.15
O -4.51500 -4.10720 0.78620 -0.75
N -2.30950 -3.03740 0.07790 -0.57
C -2.34720 -1.96890 -0.66520 0.55
O -1.62310 -0.96620 -0.72320 0.08
C -3.46360 -1.90230 -1.64930 0.11
C -3.81540 -0.93890 -2.58690 -0.35
C -4.94360 -1.16060 -3.38900 -0.79
C -5.70750 -2.33460 -3.25060 -0.46
C -5.35330 -3.30140 -2.30880 -0.68
C -4.23380 -3.04560 -1.53650 0.01
H -3.22030 -0.03640 -2.68670 0.62
H -5.22720 -0.41320 -4.12540 0.39
H -6.57840 -2.48670 -3.88250 0.35
H -5.92350 -4.21400 -2.18120 0.41
C 0.16710 4.50360 2.08520 -1.20
C -0.57180 3.45890 2.87520 1.10
C -1.14850 3.80210 4.10640 -0.66
C -1.83810 2.85050 4.85610 -0.82
C -1.96100 1.54380 4.38640 -1.18
C -1.39490 1.17110 3.15890 1.02
C -1.54120 -0.24480 2.67390 -0.86
C -0.70020 2.13760 2.40770 0.07
N -0.11620 1.77170 1.15120 -0.73
H 0.16630 5.47060 2.59960 0.39
H -0.30730 4.64980 1.10940 0.18
H 1.21150 4.20690 1.94420 0.22
H -1.06400 4.81640 4.49070 0.30
H -2.28120 3.12810 5.80940 0.34
H -2.50310 0.81630 4.98660 0.34
H -2.10950 -0.85540 3.38380 0.28
H -0.55750 -0.71020 2.55380 0.30
H -2.07620 -0.26730 1.71900 0.30
H -0.82380 -0.63060 1.48480 -0.58
```

Computed properties:
- relative energy (zero: lowest compared OMol25 entry of this formula, charge and spin) (kcal per mole) = 0.0
- max |F| (eV/A) = 7.30
- net charge = -2
- E_HOMO (spin up / spin down) (eV) = -0.9 / 0.5
- gap between HOMO and LUMO (spin up / spin down) (eV) = 4.826 / 3.412
- multiplicity = 1

---

(3)
The following is a DFT calculation (the ωB97M-V functional and the def2-TZVPD basis) of a cluster of 2 separate species, C3H9O2 in total at a distorted geometry.

Geometry as XYZ:
```
14
Properties=species:S:1:pos:R:3:mulliken_charge:R:1
C 1.82832 0.79271 0.42450 -0.59
O 2.38697 1.38226 -0.61449 -0.85
C 0.98911 -0.51950 0.04074 -0.38
C 0.05884 -0.22395 -1.12281 -1.01
H 2.52744 0.40350 1.18274 0.26
H 1.12332 1.43968 1.01991 0.20
H 1.79458 -1.20491 -0.20238 0.30
H 0.44739 -0.85154 0.94111 0.22
H -1.01112 -0.44448 -0.99763 0.24
H 0.06726 0.82830 -1.43452 0.31
H 0.35504 -0.74700 -2.02876 0.29
H -3.96095 -0.62212 1.49323 0.31
H -2.84296 -0.20804 0.53652 0.37
O -3.76323 -0.02490 0.76185 -0.67
```

Computed properties:
- relative energy (zero: lowest compared OMol25 entry of this formula, charge and spin) (kcal per mole) = 22.9
- max |F| (eV/A) = 1.51
- net charge = -1
- E_HOMO (eV) = -2.2
- gap between HOMO and LUMO (eV) = 5.548
- multiplicity = 1

---

(4)
The following is a DFT calculation (the ωB97M-V functional and the def2-TZVPD basis) of a cluster of 2 separate species, H2S4 in total at a distorted geometry.

Geometry as XYZ:
```
6
Properties=species:S:1:pos:R:3:mulliken_charge:R:1
S -1.23715 -1.47570 0.10700 -0.12
S -0.04077 1.49156 -0.11870 -0.10
S 0.64702 -2.12228 -0.14200 -0.10
S 1.84177 0.92390 0.14702 -0.09
H -1.04303 -1.05069 1.41425 0.22
H -0.16784 2.23321 -1.40757 0.19
```

Computed properties:
- relative energy (zero: lowest compared OMol25 entry of this formula, charge and spin) (kcal per mole) = 39.4
- max |F| (eV/A) = 2.39
- E_HOMO (spin up / spin down) (eV) = -8.9 / -9.0
- gap between HOMO and LUMO (spin up / spin down) (eV) = 7.013 / 7.154
- multiplicity = 1